Molecular formula: C7H9O2P
Method: DFT, ωB97M-V with the def2-TZVPD basis set

Geometry as XYZ:
```
19
Properties=species:S:1:pos:R:3:forces:R:3:lowdin_charge:R:1
C 3.214992 -1.711261 0.006613 -0.31 -0.77 -0.82 0.279
C 2.229519 -1.450480 -0.662405 1.84 -0.85 1.36 -0.070
C 1.096640 -1.011247 -1.080946 -1.52 1.95 -0.46 0.101
C -0.082647 -0.481711 -1.145630 -0.93 -0.48 -1.54 -0.327
C -0.439600 0.930823 -0.779690 2.16 -2.28 0.73 -0.111
C -1.242150 -1.345702 -1.542410 0.55 -2.07 -0.80 -0.014
C -0.763210 2.123767 1.810008 -0.44 -0.44 1.72 -0.194
O 1.264430 0.314118 1.297246 -2.05 0.95 -0.90 -0.378
O -1.051115 -0.690351 1.414709 -1.54 -0.33 -0.03 -0.332
P -0.258296 0.501284 1.087917 3.25 1.38 1.01 0.342
H 4.093550 -2.135907 0.404493 0.55 0.22 0.36 0.060
H 0.431703 1.521062 -1.043388 -0.52 0.77 0.07 0.104
H -1.413060 1.132393 -1.150397 -0.59 0.69 -0.28 0.081
H -1.513464 -1.862624 -0.655382 -0.71 0.16 1.38 0.074
H -1.004259 -2.284690 -2.134020 -0.03 1.61 -0.15 0.119
H -2.068306 -0.760720 -1.913332 -0.10 -0.08 -0.31 0.087
H -1.069916 1.750920 2.893274 0.23 1.23 -2.07 0.080
H 0.157931 2.753505 1.931372 -0.90 -0.58 -0.23 0.043
H -1.582742 2.706823 1.261968 1.03 -1.07 0.97 0.057
```
Positions in Å, forces in eV/Å.

Calculated values
**Gap between HOMO and LUMO (alpha / beta)**: 6.26 / 6.26 eV
**E_LUMO (alpha / beta)**: -2.58 / -2.58 eV
**Total charge**: 0
**Electronic energy**: -20783.6481 eV